No. 1
{"formula": "C5H29NO10", "method": "ωB97M-V with the def2-TZVPD basis set", "species": ["N", "C", "C", "O", "C", "C", "C", "O", "H", "H", "H", "H", "H", "H", "H", "H", "H", "H", "H", "H", "H", "O", "H", "H", "O", "H", "H", "O", "H", "H", "O", "H", "H", "O", "H", "H", "O", "H", "H", "O", "H", "H", "O", "H", "H"], "coordinates": [[1.366978, 0.736642, 1.773329], [0.595632, -0.487822, 1.726728], [0.408399, -1.245592, 3.058687], [1.107423, -2.529053, 3.086498], [-0.784154, -0.298569, 1.041301], [-1.233847, -1.506315, 0.254926], [-0.335749, -1.849064, -0.931637], [-0.350225, -0.765353, -1.896191], [2.337011, 0.641601, 2.032113], [0.903676, 1.555434, 2.131362], [1.203345, -1.206186, 1.167102], [-0.626690, -1.543432, 3.231055], [0.738872, -0.792746, 4.001181], [2.068910, -2.452648, 3.133011], [-0.624611, 0.558749, 0.394562], [-1.410289, 0.130530, 1.815158], [-2.252535, -1.375107, -0.120037], [-1.303504, -2.393022, 0.895567], [-0.787698, -2.669413, -1.480836], [0.676529, -2.039958, -0.588396], [0.088859, -0.005131, -1.463189], [-0.800656, 3.768378, 1.112639], [-0.304011, 3.294304, 0.429427], [-1.723468, 3.507517, 1.098734], [3.934937, -1.534750, 2.395285], [3.238029, -1.398430, 1.738008], [3.625122, -0.949842, 3.100934], [-0.474329, 0.008934, -4.577130], [0.104917, -0.626298, -4.135824], [-1.275780, -0.503026, -4.725388], [0.676157, 1.760846, -1.066002], [1.494830, 1.767992, -0.562972], [0.590935, 2.450802, -1.765468], [-2.587426, 1.885625, -0.043594], [-3.368619, 1.432199, -0.382457], [-2.022991, 2.008966, -0.820255], [1.639276, -4.542657, 0.832645], [2.124525, -3.709180, 0.767899], [1.450255, -4.533712, 1.781481], [-2.257935, 1.841490, -3.021838], [-2.006892, 0.940338, -2.777732], [-2.353021, 1.916681, -3.982421], [-0.225150, 3.628952, -2.628787], [-1.155075, 3.432213, -2.447217], [-0.109984, 3.689121, -3.582241]], "forces_ev_per_a": [[0.009, 0.068, -0.683], [-0.035, -0.667, 0.597], [0.736, -1.423, 1.034], [-0.397, -0.257, -0.430], [1.981, 1.135, 0.116], [-0.562, -0.595, 0.328], [-1.017, 1.248, -0.361], [0.400, -0.267, 0.788], [-0.219, 0.199, 0.296], [0.021, 0.035, 0.274], [-0.108, 0.063, -0.337], [-0.045, 0.101, -0.226], [-0.126, 0.947, -0.482], [-0.143, 0.408, 0.093], [-0.194, -0.131, -0.322], [-0.798, -0.500, 0.020], [0.030, 0.215, -0.049], [0.167, -0.018, 0.083], [0.403, -0.425, 0.204], [0.149, -0.368, -0.273], [-0.125, 0.088, -0.449], [0.727, 0.449, 0.346], [-0.556, -0.117, 0.089], [0.031, -0.443, -0.412], [-0.669, 0.287, 0.105], [0.293, -0.155, -0.256], [0.417, -0.050, 0.156], [-0.041, -0.139, -0.385], [-0.081, 0.244, 0.270], [0.019, -0.024, -0.073], [-0.488, -0.307, -0.014], [0.050, 0.268, -0.071], [0.419, -0.101, 0.321], [-0.208, 0.002, -0.179], [0.079, 0.152, -0.007], [-0.177, -0.061, 0.155], [0.254, 0.374, 0.363], [-0.041, -0.199, -0.321], [-0.300, -0.181, -0.103], [-0.673, 0.329, 0.225], [0.329, -0.065, -0.591], [0.250, -0.492, 0.427], [0.358, 0.635, 0.136], [0.114, -0.151, -0.474], [-0.233, -0.112, 0.073]], "smiles": "N[C@@H](CO)CCCO.O.O.O.O.O.O.O.O", "total_charge": 0}


No. 2
{"formula": "C5H29NO11", "method": "ωB97M-V with the def2-TZVPD basis set", "species": ["C", "N", "C", "C", "C", "C", "O", "O", "H", "H", "H", "H", "H", "H", "H", "H", "H", "H", "H", "O", "H", "H", "O", "H", "H", "O", "H", "H", "O", "H", "H", "O", "H", "H", "O", "H", "H", "O", "H", "H", "O", "H", "H", "O", "H", "H"], "coordinates": [[1.795980, 0.184817, -1.408768], [1.428655, 0.851234, -0.079871], [1.798524, 0.007039, 1.077743], [0.949365, 0.586558, 2.270023], [-0.308278, 1.278380, 1.682887], [-0.354714, 1.122358, 0.133266], [-0.782910, 1.799532, -0.747739], [-0.752270, -0.241196, -0.041909], [1.347582, 0.656492, -2.342004], [2.935577, 0.310898, -1.534287], [1.444519, -0.859008, -1.386945], [1.784829, 1.811312, 0.032100], [2.855729, 0.058620, 1.231466], [1.675892, -1.059985, 0.826097], [1.563018, 1.189628, 2.946121], [0.659888, -0.409973, 2.921355], [-1.243934, 1.118130, 2.249445], [0.010919, 2.382623, 1.731089], [-0.653927, -0.771853, -0.903603], [1.784210, -2.573719, 2.325227], [1.193433, -2.584217, 3.105348], [1.509111, -3.166342, 1.709885], [0.132948, -3.523573, -0.208203], [-0.487828, -3.007389, 0.421303], [-0.114113, -3.368962, -1.054805], [0.938401, 4.393634, 1.000632], [0.237397, 5.026562, 0.573374], [1.460070, 4.201594, 0.186156], [-3.351946, 0.423591, -1.991054], [-2.699354, 0.464731, -1.340170], [-4.080829, 0.941070, -1.630998], [1.194393, 3.361448, -1.567715], [0.472962, 2.768926, -1.522183], [1.545735, 3.139400, -2.450282], [-1.150700, 0.634860, -3.476809], [-0.750436, 1.177214, -2.825877], [-2.101067, 0.699456, -3.201056], [-0.520666, -2.543207, -2.627733], [-0.478293, -1.529984, -2.581192], [-0.132292, -2.758830, -3.593649], [-0.307984, -2.148160, 3.907774], [-0.959989, -1.904507, 3.262656], [-0.662266, -2.110618, 4.639479], [-3.205492, -2.104124, 0.418192], [-2.261834, -1.879881, 0.392037], [-3.358014, -2.044581, -0.526801]], "forces_ev_per_a": [[0.961, 1.617, -0.047], [0.075, -0.549, -0.930], [-0.499, 0.554, -0.112], [-0.665, -4.341, 0.758], [1.955, 3.116, -0.218], [0.871, -4.630, 1.676], [-1.186, 3.900, -2.303], [-0.638, -3.679, -0.258], [0.248, -0.208, 1.483], [-1.738, -0.712, 0.176], [0.583, 0.373, 0.229], [0.136, -0.607, -0.525], [0.782, 0.390, 0.428], [-0.742, 0.783, 0.264], [-0.317, 0.200, -0.362], [0.699, 2.761, -1.566], [0.441, -0.029, -0.746], [-1.161, -1.174, 0.267], [0.134, 2.175, 1.624], [1.495, 2.685, 3.305], [0.294, -0.269, -0.765], [-1.433, -2.943, -2.718], [0.137, 0.306, 6.562], [1.535, -1.377, -1.919], [-1.467, 0.973, -4.280], [-1.387, 1.834, -2.018], [1.795, -1.808, 1.428], [-0.403, 0.024, 0.685], [-2.141, -0.151, -1.480], [1.968, 0.187, 1.996], [-0.004, -0.042, -0.150], [2.196, 0.905, -1.497], [-2.204, -1.073, 0.837], [0.187, 0.575, 0.513], [-1.108, -0.973, -0.764], [0.696, 0.979, 1.173], [0.710, -0.221, -0.455], [1.395, 1.325, -3.230], [-0.235, -1.890, -0.800], [-1.398, 0.868, 3.360], [5.519, -0.756, -10.954], [-0.424, 0.151, -0.534], [-5.575, 0.522, 11.851], [0.809, 0.052, -0.209], [-0.178, 0.266, 0.600], [-0.716, -0.095, -0.374]], "smiles": "C[N@@H+]1CCC[C@]1([O-])O.O.O.O.O.O.O.O.O.O", "total_charge": 0}


No. 3
{"formula": "C5H29NO11", "method": "ωB97M-V with the def2-TZVPD basis set", "species": ["C", "C", "C", "C", "O", "N", "C", "O", "H", "H", "H", "H", "H", "H", "H", "H", "H", "H", "H", "O", "H", "H", "O", "H", "H", "O", "H", "H", "O", "H", "H", "O", "H", "H", "O", "H", "H", "O", "H", "H", "O", "H", "H", "O", "H", "H"], "coordinates": [[-3.170519, 1.139667, 1.536772], [-1.962109, 0.832741, 0.588014], [-2.129985, 1.434561, -0.774025], [-0.870278, 1.493710, -1.579271], [-0.479641, 0.156440, -1.963718], [-0.815618, 1.516293, 1.218989], [0.259052, 0.718071, 1.561438], [1.252987, 1.380320, 1.880970], [-3.360307, 2.207990, 1.517463], [-2.817553, 0.923342, 2.560018], [-4.052548, 0.517956, 1.346722], [-1.770875, -0.260239, 0.604840], [-2.297125, 2.519609, -0.722019], [-2.924719, 0.889100, -1.332699], [-0.858758, 2.122537, -2.485575], [-0.002072, 1.987339, -1.161875], [0.408425, 0.240978, -2.339462], [-0.881894, 2.512033, 1.375241], [0.058413, -0.347230, 1.510264], [2.091098, -1.431058, 3.443558], [1.187141, -1.096689, 3.467326], [1.941689, -2.375672, 3.319135], [1.539956, 3.772998, -0.076278], [2.462345, 3.663204, -0.342925], [1.708921, 3.635878, 0.871015], [1.110634, -2.410889, -1.993681], [1.215763, -2.555986, -2.934434], [1.434167, -1.522694, -1.689692], [2.101973, -0.226874, -0.960961], [2.732293, -0.256059, -0.204854], [1.212689, -0.038350, -0.639697], [3.308685, -0.426184, 1.483654], [2.785782, 0.308408, 1.855631], [2.753509, -1.196290, 1.755498], [-0.447656, -2.430889, 2.781076], [-1.226895, -2.219105, 3.295682], [-0.595488, -2.623629, 1.837780], [-0.589618, -2.447437, 0.064006], [-1.439260, -2.894610, -0.014704], [-0.348835, -2.285601, -0.859173], [1.712935, 0.283682, -3.464662], [2.355706, -0.104631, -2.816912], [1.878599, 1.200409, -3.692797], [-1.707278, -2.344310, -2.385103], [-1.841351, -1.377359, -2.551318], [-0.922380, -2.585481, -2.889258]], "forces_ev_per_a": [[0.913, -0.857, 0.049], [-0.637, 1.003, 1.969], [0.030, 0.423, -1.293], [1.546, -0.969, -1.825], [-0.574, 0.514, 0.840], [-0.491, -3.677, -0.290], [-0.746, 5.407, -0.064], [0.721, -1.913, 0.542], [-0.448, 0.111, -0.178], [-0.278, -0.071, -0.337], [0.032, 0.430, -0.160], [0.059, 0.695, -0.393], [-1.058, -0.199, 0.495], [0.376, 0.704, 0.205], [-1.338, -0.244, -0.174], [0.013, -0.034, 1.453], [-0.023, -0.133, -0.820], [0.649, -0.165, -0.019], [0.479, -0.435, -0.039], [-0.300, -0.425, 0.440], [-0.031, -0.099, 0.051], [-0.091, -0.070, 0.226], [0.887, -0.061, 0.667], [-0.147, 0.078, -0.723], [-0.796, -0.127, 0.017], [-0.073, -0.257, 0.237], [0.363, 0.469, -0.090], [0.312, -0.957, -0.591], [0.398, 0.148, -0.015], [-0.223, -0.133, 0.533], [0.101, 0.248, 0.319], [-0.261, -0.390, -0.936], [0.124, -0.033, 0.012], [0.866, 0.876, 0.077], [0.714, 0.036, 0.466], [-0.373, -0.211, -0.504], [-0.308, 0.293, 0.162], [-0.466, -0.126, 1.040], [-0.005, 0.065, -0.281], [0.195, -0.107, -0.248], [0.182, -0.946, -0.207], [-0.466, 1.340, -0.681], [0.601, -0.056, 0.294], [-0.893, 0.758, -0.566], [0.576, -1.138, 0.222], [-0.108, 0.234, 0.115]], "smiles": "C[C@@H](CCO)NC=O.O.O.O.O.O.O.O.O.O", "total_charge": 0}


In order of appearance, energy relative to the best compared isomer or geometry (same formula, charge and spin) = 320.59; 555.81; 307.87 kJ/mol.